i | {"formula": "H8NaO4", "method": "ωB97M-V/def2-TZVPD", "total_charge": 1, "homo_energy_ha": -0.586, "elements": ["Na", "O", "H", "H", "O", "H", "H", "O", "H", "H", "O", "H", "H"], "coordinates": [[-0.460, -0.091, 0.089], [0.952, 1.057, -0.201], [1.889, 0.882, -0.291], [0.899, 1.995, -0.017], [-1.071, 1.445, 0.633], [-0.985, 1.873, 1.484], [-1.996, 1.207, 0.576], [-0.341, -0.891, -1.576], [-0.276, -1.824, -1.375], [-0.999, -0.840, -2.269], [0.856, -1.365, 0.679], [1.160, -1.257, 1.581], [0.372, -2.190, 0.686]]}

---

ii | {"formula": "H8NaO4", "method": "ωB97M-V/def2-TZVPD", "total_charge": 1, "homo_energy_ha": -0.591, "elements": ["Na", "O", "H", "H", "O", "H", "H", "O", "H", "H", "O", "H", "H"], "coordinates": [[14.697, -14.754, 16.102], [15.450, -16.074, 14.932], [16.034, -16.386, 15.623], [15.137, -16.870, 14.504], [14.099, -13.093, 15.624], [13.926, -12.519, 14.878], [14.355, -12.498, 16.330], [13.212, -15.760, 15.691], [12.326, -15.439, 15.861], [13.115, -16.341, 14.936], [16.569, -14.369, 15.683], [16.315, -13.806, 14.951], [16.716, -13.766, 16.411]]}

---

If we sort the structures by their calculated energies, the order from most to least stable is ii, i.

---

i | {"formula": "C43H35ClN4O4PtS3", "method": "ωB97M-V/def2-TZVPD", "homo_energy_ha": -0.298, "elements": ["Pt", "C", "C", "C", "C", "C", "C", "C", "S", "O", "C", "C", "C", "C", "C", "C", "C", "C", "C", "C", "C", "C", "C", "C", "C", "C", "C", "C", "C", "C", "S", "O", "C", "C", "C", "C", "C", "C", "C", "H", "H", "H", "H", "H", "H", "H", "H", "H", "H", "H", "H", "H", "H", "H", "H", "H", "H", "H", "H", "H", "H", "H", "H", "H", "H", "S", "C", "N", "C", "C", "C", "N", "H", "H", "H", "H", "C", "N", "C", "C", "C", "O", "N", "C", "O", "H", "H", "H", "H", "H", "Cl"], "coordinates": [[1.148, -0.477, 2.795], [-5.465, -1.890, -3.390], [-4.478, -1.256, -2.449], [-4.383, 0.133, -2.343], [-3.467, 0.721, -1.489], [-2.633, -0.089, -0.732], [-2.725, -1.470, -0.802], [-3.644, -2.046, -1.665], [-1.482, 0.624, 0.435], [-2.229, 1.700, 1.145], [-0.402, 1.459, -0.729], [-0.431, 2.868, -0.720], [0.346, 3.554, -1.605], [1.181, 2.866, -2.521], [1.988, 3.566, -3.451], [2.811, 2.893, -4.306], [2.871, 1.483, -4.267], [2.106, 0.781, -3.382], [1.235, 1.453, -2.488], [0.427, 0.747, -1.547], [0.415, -0.745, -1.548], [-0.269, -1.361, -2.649], [-0.914, -0.586, -3.648], [-1.568, -1.184, -4.685], [-1.618, -2.591, -4.788], [-1.017, -3.362, -3.838], [-0.337, -2.767, -2.746], [0.256, -3.554, -1.736], [0.907, -2.973, -0.694], [1.005, -1.562, -0.599], [2.085, -1.106, 0.819], [2.801, -2.359, 1.099], [3.276, -0.026, 0.050], [3.227, 1.351, 0.151], [4.230, 2.100, -0.449], [5.261, 1.492, -1.151], [6.329, 2.310, -1.820], [5.287, 0.099, -1.232], [4.307, -0.665, -0.630], [-5.745, -1.204, -4.189], [-6.378, -2.174, -2.863], [-5.050, -2.792, -3.840], [-5.029, 0.757, -2.949], [-3.397, 1.798, -1.399], [-2.058, -2.090, -0.211], [-3.700, -3.126, -1.744], [-1.079, 3.364, -0.009], [0.334, 4.637, -1.619], [1.940, 4.649, -3.467], [3.425, 3.437, -5.013], [3.536, 0.956, -4.940], [2.168, -0.299, -3.348], [-0.894, 0.494, -3.578], [-2.059, -0.574, -5.433], [-2.135, -3.052, -5.620], [-1.051, -4.443, -3.898], [0.193, -4.633, -1.802], [1.384, -3.572, 0.068], [2.432, 1.837, 0.696], [4.199, 3.180, -0.371], [6.164, 3.375, -1.667], [6.343, 2.119, -2.895], [7.316, 2.057, -1.430], [6.093, -0.391, -1.766], [4.341, -1.746, -0.658], [-0.153, -2.393, 2.680], [-1.737, -1.852, 2.929], [-2.009, -0.564, 3.276], [-3.266, -0.104, 3.415], [-4.314, -0.957, 3.241], [-3.979, -2.289, 2.936], [-2.751, -2.729, 2.782], [-1.255, 0.124, 3.456], [-3.344, 0.947, 3.650], [-5.336, -0.629, 3.333], [-4.762, -3.030, 2.809], [-1.018, 2.242, 6.847], [-0.170, 1.124, 6.469], [0.597, 0.451, 7.386], [1.363, -0.590, 7.040], [1.436, -1.001, 5.641], [2.144, -1.905, 5.239], [0.637, -0.270, 4.762], [-0.170, 0.742, 5.139], [-0.923, 1.316, 4.342], [-0.903, 2.413, 7.915], [-2.061, 2.026, 6.622], [-0.730, 3.138, 6.299], [0.533, 0.819, 8.401], [1.970, -1.117, 7.758], [2.472, 1.394, 3.180]]}

---

ii | {"formula": "C43H35ClN4O4PtS3", "method": "ωB97M-V/def2-TZVPD", "homo_energy_ha": -0.286, "elements": ["Pt", "C", "C", "C", "C", "C", "C", "C", "S", "O", "C", "C", "C", "C", "C", "C", "C", "C", "C", "C", "C", "C", "C", "C", "C", "C", "C", "C", "C", "C", "S", "O", "C", "C", "C", "C", "C", "C", "C", "H", "H", "H", "H", "H", "H", "H", "H", "H", "H", "H", "H", "H", "H", "H", "H", "H", "H", "H", "H", "H", "H", "H", "H", "H", "H", "S", "C", "N", "C", "C", "C", "N", "H", "H", "H", "H", "C", "N", "C", "C", "C", "O", "N", "C", "O", "H", "H", "H", "H", "H", "Cl"], "coordinates": [[-0.056, -1.670, 2.110], [-5.362, 4.051, -2.196], [-4.392, 3.289, -1.334], [-3.813, 3.881, -0.212], [-2.928, 3.176, 0.587], [-2.606, 1.866, 0.260], [-3.187, 1.248, -0.835], [-4.073, 1.968, -1.625], [-1.429, 1.006, 1.334], [-1.655, 1.604, 2.672], [0.064, 1.814, 0.710], [0.636, 2.790, 1.551], [1.765, 3.443, 1.158], [2.381, 3.140, -0.081], [3.564, 3.800, -0.496], [4.177, 3.465, -1.668], [3.633, 2.449, -2.482], [2.491, 1.799, -2.112], [1.826, 2.131, -0.904], [0.640, 1.451, -0.478], [0.046, 0.423, -1.383], [-0.641, 0.913, -2.543], [-0.852, 2.301, -2.752], [-1.539, 2.749, -3.842], [-2.050, 1.839, -4.792], [-1.864, 0.498, -4.619], [-1.162, 0.004, -3.492], [-0.984, -1.384, -3.285], [-0.351, -1.843, -2.173], [0.157, -0.940, -1.215], [1.021, -1.795, 0.153], [1.213, -3.171, -0.319], [2.630, -1.014, 0.010], [3.065, 0.026, 0.809], [4.334, 0.550, 0.609], [5.162, 0.062, -0.391], [6.521, 0.657, -0.632], [4.700, -0.987, -1.187], [3.445, -1.528, -0.992], [-5.249, 5.127, -2.064], [-6.393, 3.792, -1.944], [-5.214, 3.817, -3.251], [-4.061, 4.906, 0.038], [-2.492, 3.624, 1.471], [-2.959, 0.217, -1.058], [-4.517, 1.490, -2.492], [0.145, 2.990, 2.495], [2.210, 4.201, 1.792], [3.976, 4.573, 0.142], [5.081, 3.976, -1.976], [4.130, 2.179, -3.405], [2.090, 1.013, -2.738], [-0.487, 3.010, -2.021], [-1.704, 3.811, -3.974], [-2.592, 2.208, -5.653], [-2.254, -0.212, -5.338], [-1.372, -2.080, -4.018], [-0.221, -2.902, -2.001], [2.422, 0.461, 1.563], [4.669, 1.368, 1.235], [6.752, 1.427, 0.103], [6.566, 1.114, -1.623], [7.299, -0.106, -0.587], [5.336, -1.383, -1.971], [3.093, -2.357, -1.592], [1.878, -1.181, 3.309], [1.649, -2.156, 4.714], [0.979, -3.330, 4.641], [0.798, -4.103, 5.710], [1.362, -3.750, 6.908], [2.098, -2.568, 6.909], [2.239, -1.787, 5.850], [0.455, -3.611, 3.767], [0.194, -4.985, 5.545], [1.240, -4.351, 7.795], [2.589, -2.229, 7.815], [-4.451, -3.319, -0.788], [-3.416, -3.690, 0.165], [-3.410, -4.896, 0.796], [-2.465, -5.213, 1.689], [-1.438, -4.244, 2.007], [-0.549, -4.521, 2.831], [-1.478, -3.041, 1.352], [-2.438, -2.736, 0.434], [-2.475, -1.672, -0.162], [-5.108, -4.173, -0.937], [-4.001, -3.032, -1.737], [-5.026, -2.473, -0.415], [-4.210, -5.571, 0.523], [-2.441, -6.169, 2.187], [-1.356, -1.524, 4.033]]}

---

If we sort the structures by their calculated energies, the order from most to least stable is i, ii.

---

i | {"formula": "CH7N2O", "method": "ωB97M-V/def2-TZVPD", "total_charge": 1, "homo_energy_ha": -0.556, "elements": ["N", "C", "N", "H", "H", "H", "H", "H", "H", "H", "O"], "coordinates": [[0.530, 0.945, -0.312], [1.020, -0.035, 0.344], [1.249, -1.269, -0.274], [1.011, 0.977, -1.221], [0.323, 1.762, 0.210], [1.296, -0.065, 1.492], [1.498, -1.834, 0.444], [1.319, -1.634, -1.211], [-3.044, 0.416, -0.536], [-2.907, 0.341, 0.924], [-2.295, 0.395, 0.140]]}

---

ii | {"formula": "CH7N2O", "method": "ωB97M-V/def2-TZVPD", "total_charge": 1, "homo_energy_ha": -0.564, "elements": ["O", "H", "H", "H", "N", "C", "N", "H", "H", "H", "H"], "coordinates": [[0.967, 1.088, -2.191], [0.709, 0.039, -0.456], [1.832, 1.496, -2.028], [0.887, 1.025, -3.140], [0.000, -0.658, -0.128], [-0.280, -0.719, 1.421], [-1.081, 0.156, 1.764], [-0.747, -0.336, -0.665], [0.204, -1.577, -0.505], [0.414, -1.311, 1.964], [-1.798, -0.209, 2.377]]}

---

iii | {"formula": "CH7N2O", "method": "ωB97M-V/def2-TZVPD", "total_charge": 1, "homo_energy_ha": -0.565, "elements": ["N", "C", "N", "H", "H", "H", "H", "H", "H", "H", "O"], "coordinates": [[-0.992, 0.379, -0.887], [-0.555, 0.750, 0.316], [0.789, 0.909, 0.516], [-0.447, -0.158, -1.574], [-1.940, 0.251, -1.025], [-1.277, 1.024, 1.151], [1.088, 1.062, 1.525], [1.354, 0.782, -0.365], [1.253, -1.785, 0.548], [0.101, -1.972, -0.326], [0.627, -1.242, 0.121]]}

---

If we sort the structures by their calculated energies, the order from most to least stable is i, iii, ii.